C45H84BBr2F3NO2P | the ωB97M-V functional and the def2-TZVPD basis

```
139
Properties=species:S:1:pos:R:3:lowdin_charge:R:1
C 2.050 -1.320 4.909 -0.098
C 1.675 -0.268 3.851 -0.270
C 1.530 -0.854 2.435 -0.215
C 2.913 -1.252 1.923 -0.209
C 2.961 -1.572 0.416 -0.199
C 3.316 -3.041 0.115 -0.180
C 2.133 -3.789 -0.575 -0.213
C 2.272 -3.776 -2.087 -0.208
C 1.165 -4.485 -2.870 -0.196
C -0.296 -4.168 -2.444 -0.192
C -1.097 -5.328 -1.868 -0.207
C -0.408 -6.062 -0.738 -0.214
C -0.710 -5.307 0.572 -0.188
C -2.075 -5.762 1.126 -0.107
C -2.910 -4.634 1.717 -0.265
O -2.528 -3.361 1.253 -0.022
B -3.226 -2.380 2.148 -0.783
C -2.341 -1.090 2.657 -0.079
C -1.573 -1.267 3.965 -0.240
C -2.416 -1.038 5.209 -0.254
C -1.563 -0.794 6.444 -0.119
C -4.431 -1.730 1.182 -0.102
C -3.779 -1.267 -0.106 -0.219
C -4.515 -0.251 -0.943 -0.807
F -5.523 -0.865 -1.617 -0.036
Br -5.221 1.250 0.067 0.848
C -3.540 0.315 -2.037 -0.936
F -3.957 1.531 -2.462 -0.059
F -2.326 0.516 -1.535 0.046
Br -3.438 -0.776 -3.627 0.862
O -3.716 -3.203 3.286 0.026
C -2.934 -4.353 3.243 -0.262
C -3.348 -5.425 4.184 -0.139
C -2.567 -6.521 4.402 -0.034
C -3.015 -7.417 5.303 -0.101
C -4.174 -7.257 5.980 -0.175
N -4.958 -6.211 5.769 0.077
C -4.508 -5.339 4.885 -0.089
H 1.310 -2.111 4.957 0.065
H 2.127 -0.817 5.869 0.069
H 3.029 -1.746 4.712 0.060
H 2.500 0.447 3.834 0.093
H 0.780 0.268 4.164 0.077
H 0.864 -1.712 2.484 0.113
H 1.138 -0.066 1.794 0.100
H 3.257 -2.079 2.534 0.097
H 3.546 -0.383 2.089 0.099
H 2.010 -1.302 -0.037 0.097
H 3.703 -0.945 -0.076 0.093
H 4.171 -3.113 -0.548 0.097
H 3.505 -3.547 1.053 0.097
H 2.123 -4.800 -0.174 0.101
H 1.216 -3.326 -0.218 0.091
H 2.319 -2.735 -2.415 0.112
H 3.221 -4.257 -2.319 0.107
H 1.245 -4.227 -3.924 0.097
H 1.290 -5.564 -2.816 0.100
H -0.822 -3.813 -3.329 0.095
H -0.298 -3.319 -1.764 0.099
H -2.003 -4.896 -1.439 0.109
H -1.445 -6.008 -2.641 0.109
H -0.787 -7.078 -0.644 0.106
H 0.663 -6.171 -0.898 0.082
H 0.072 -5.530 1.296 0.108
H -0.699 -4.252 0.320 0.085
H -2.645 -6.190 0.307 0.108
H -1.901 -6.573 1.828 0.095
H -3.948 -4.747 1.376 0.156
H -1.612 -0.780 1.899 0.080
H -2.987 -0.220 2.797 0.093
H -1.052 -2.224 4.032 0.102
H -0.790 -0.497 3.996 0.066
H -3.003 -1.935 5.391 0.103
H -3.129 -0.227 5.072 0.110
H -1.116 0.198 6.442 0.064
H -0.801 -1.564 6.542 0.063
H -2.162 -0.853 7.353 0.062
H -5.165 -2.506 0.955 0.100
H -4.919 -0.940 1.748 0.059
H -3.689 -2.147 -0.740 0.125
H -2.761 -0.944 0.077 0.102
H -1.871 -4.141 3.452 0.158
H -1.636 -6.661 3.883 0.113
H -2.411 -8.289 5.518 0.103
H -4.468 -7.997 6.710 0.099
H -5.121 -4.467 4.697 0.123
C 3.427 3.981 1.089 -0.096
C 1.991 4.341 0.714 -0.246
C 1.352 3.328 -0.236 -0.215
C 1.810 3.408 -1.700 -0.256
P 1.101 4.692 -2.743 1.017
C -0.689 4.607 -2.525 -0.266
C -1.398 3.254 -2.655 -0.226
C -1.602 2.657 -4.051 -0.259
C -2.208 3.602 -5.081 -0.086
C 1.408 4.297 -4.469 -0.260
C 2.826 4.205 -5.055 -0.212
C 3.567 5.517 -5.320 -0.251
C 2.735 6.608 -5.985 -0.104
C 1.429 6.402 -2.276 -0.256
C 2.790 7.114 -2.346 -0.217
C 4.014 6.381 -1.771 -0.255
C 4.483 6.960 -0.437 -0.103
H 4.071 3.889 0.211 0.064
H 3.856 4.744 1.737 0.075
H 3.455 3.033 1.629 0.077
H 1.961 5.349 0.291 0.076
H 1.398 4.380 1.629 0.118
H 0.266 3.442 -0.189 0.103
H 1.560 2.322 0.133 0.118
H 1.514 2.471 -2.187 0.108
H 2.901 3.417 -1.766 0.087
H -1.148 5.360 -3.171 0.102
H -0.867 4.968 -1.506 0.103
H -2.387 3.375 -2.211 0.117
H -0.883 2.515 -2.038 0.095
H -2.258 1.798 -3.926 0.045
H -0.666 2.240 -4.434 0.094
H -3.219 3.896 -4.793 0.087
H -2.269 3.110 -6.052 0.080
H -1.616 4.511 -5.220 0.051
H 0.769 4.926 -5.091 0.095
H 1.002 3.288 -4.575 0.084
H 2.733 3.680 -6.009 0.119
H 3.445 3.567 -4.419 0.111
H 4.430 5.299 -5.952 0.115
H 3.989 5.887 -4.384 0.068
H 2.440 6.318 -6.995 0.084
H 3.312 7.530 -6.056 0.080
H 1.829 6.843 -5.421 0.056
H 1.027 6.523 -1.266 0.095
H 0.745 6.985 -2.904 0.105
H 2.676 8.075 -1.842 0.119
H 2.984 7.382 -3.384 0.081
H 4.845 6.473 -2.474 0.104
H 3.825 5.312 -1.668 0.071
H 4.858 7.975 -0.573 0.080
H 5.293 6.360 -0.022 0.076
H 3.674 6.992 0.296 0.070
```

Computed properties:
Electronic energy   -211815.6464 eV
Frontier orbital gap   5.496 eV
Charge   0

C45H90O15 | the ωB97M-V functional and the def2-TZVPD basis

```
150
Properties=species:S:1:pos:R:3:lowdin_charge:R:1
C 0.347 -6.145 0.942 -0.025
C -0.587 -6.204 -0.205 -0.531
O -1.651 -6.742 -0.107 0.075
C -0.234 -5.353 -1.374 -0.022
H -0.138 -6.301 1.898 0.087
H 0.718 -5.105 1.023 0.065
H 1.233 -6.744 0.785 0.085
H 0.772 -5.604 -1.733 0.084
H -0.280 -4.280 -1.141 0.083
H -0.843 -5.571 -2.242 0.083
C 3.414 2.254 1.315 -0.008
C 3.408 1.728 -0.077 -0.477
O 3.268 2.459 -1.033 0.049
C 3.609 0.211 -0.199 -0.003
H 3.798 1.473 1.968 0.080
H 2.436 2.511 1.689 0.061
H 4.101 3.078 1.442 0.092
H 4.687 0.064 -0.350 0.086
H 3.154 -0.109 -1.144 0.062
H 3.325 -0.339 0.709 0.071
C -0.857 0.499 -0.987 -0.006
C 0.039 -0.273 -0.032 -0.454
O 0.558 -1.324 -0.374 0.034
C 0.220 0.312 1.341 0.005
H -1.160 -0.163 -1.818 0.058
H -0.153 1.300 -1.315 0.090
H -1.723 0.916 -0.479 0.060
H 0.456 1.391 1.375 0.078
H 1.063 -0.149 1.840 0.064
H -0.655 0.081 1.933 0.077
C -4.556 0.919 3.288 -0.016
C -3.446 1.134 2.235 -0.515
O -3.298 0.388 1.289 0.043
C -2.731 2.399 2.351 -0.032
H -4.171 1.059 4.307 0.078
H -4.951 -0.138 3.150 0.098
H -5.349 1.644 3.144 0.073
H -2.004 2.578 1.523 0.080
H -2.168 2.480 3.301 0.083
H -3.490 3.187 2.425 0.100
C -4.378 -0.495 -1.914 -0.025
C -4.008 -1.939 -2.231 -0.484
O -4.911 -2.681 -2.601 0.034
C -2.586 -2.386 -2.182 -0.009
H -4.806 -0.311 -0.900 0.094
H -5.021 -0.141 -2.720 0.073
H -3.482 0.137 -1.950 0.036
H -2.608 -3.444 -2.345 0.080
H -2.187 -2.170 -1.202 0.074
H -2.075 -1.755 -2.913 0.067
C 0.633 1.724 4.498 -0.003
C -0.293 0.535 4.957 -0.442
O -1.392 0.312 4.460 0.036
C 0.250 -0.285 6.074 -0.026
H 1.497 1.302 3.988 0.063
H 1.172 2.336 5.305 0.107
H 0.155 2.417 3.848 0.024
H 1.247 -0.625 5.797 0.076
H -0.464 -1.153 6.093 0.099
H 0.386 0.167 7.035 0.077
C -3.677 -4.340 1.371 -0.002
C -2.551 -3.531 1.941 -0.489
O -1.527 -3.339 1.348 0.055
C -2.766 -2.812 3.259 -0.003
H -4.483 -3.686 1.027 0.091
H -4.124 -4.938 2.131 0.072
H -3.328 -4.876 0.443 0.094
H -2.815 -1.762 2.981 0.062
H -1.889 -2.997 3.890 0.080
H -3.638 -3.067 3.850 0.077
C 1.343 2.198 -3.916 -0.032
C 0.352 2.263 -4.982 -0.471
O -0.013 3.394 -5.388 0.021
C -0.187 0.944 -5.533 -0.011
H 1.277 3.078 -3.265 0.095
H 2.290 2.201 -4.404 0.094
H 1.180 1.281 -3.369 0.065
H -0.861 1.106 -6.431 0.091
H -0.642 0.410 -4.733 0.058
H 0.660 0.389 -5.861 0.068
C 1.059 -2.279 -3.837 -0.017
C 2.155 -3.151 -3.316 -0.501
O 2.288 -4.239 -3.842 0.053
C 3.084 -2.715 -2.243 -0.007
H 0.283 -2.912 -4.263 0.085
H 1.404 -1.722 -4.681 0.069
H 0.515 -1.675 -3.084 0.070
H 3.892 -3.404 -2.004 0.069
H 2.530 -2.472 -1.313 0.072
H 3.410 -1.737 -2.598 0.083
C -2.819 2.951 -3.040 -0.031
C -3.651 3.418 -1.931 -0.491
O -3.128 3.761 -0.874 0.043
C -5.166 3.530 -2.185 -0.009
H -2.892 1.821 -3.147 0.087
H -1.784 3.186 -2.801 0.073
H -3.189 3.318 -4.057 0.121
H -5.346 4.353 -2.873 0.083
H -5.597 3.728 -1.220 0.072
H -5.663 2.685 -2.640 0.072
C 6.530 -3.831 -1.166 -0.028
C 6.650 -2.430 -0.707 -0.525
O 6.208 -2.020 0.352 0.049
C 7.472 -1.591 -1.614 -0.026
H 7.440 -4.313 -0.866 0.092
H 6.633 -3.870 -2.267 0.099
H 5.624 -4.271 -0.809 0.073
H 7.797 -0.659 -1.135 0.092
H 6.849 -1.441 -2.501 0.094
H 8.363 -2.195 -1.886 0.099
C 3.656 -2.944 1.981 -0.026
C 2.683 -2.314 2.937 -0.495
O 2.943 -1.277 3.536 0.040
C 1.447 -3.164 3.151 -0.015
H 3.884 -3.865 2.508 0.090
H 4.556 -2.351 1.732 0.067
H 3.194 -3.235 1.071 0.061
H 1.797 -4.214 3.329 0.102
H 0.874 -3.108 2.194 0.075
H 0.819 -2.721 3.914 0.067
C 1.067 6.328 5.071 -0.028
C 2.206 5.744 5.857 -0.491
O 2.932 4.860 5.405 0.047
C 2.546 6.371 7.178 -0.028
H 1.416 7.234 4.542 0.094
H 0.164 6.520 5.680 0.093
H 0.765 5.650 4.272 0.047
H 2.562 7.479 7.037 0.099
H 3.520 6.065 7.496 0.073
H 1.783 6.123 7.888 0.077
C 0.542 6.489 1.291 -0.014
C 0.429 5.007 1.327 -0.476
O 0.336 4.376 2.370 0.035
C 0.319 4.323 -0.008 -0.007
H 0.901 6.875 0.335 0.088
H 1.154 6.761 2.121 0.054
H -0.430 6.997 1.565 0.122
H -0.163 5.014 -0.683 0.083
H -0.206 3.405 0.107 0.046
H 1.344 4.165 -0.361 0.088
C -4.856 -2.000 -5.844 -0.001
C -3.702 -1.063 -5.720 -0.471
O -3.434 -0.608 -4.642 0.054
C -2.835 -0.813 -6.946 -0.010
H -5.354 -1.990 -4.871 0.076
H -4.415 -2.966 -6.047 0.100
H -5.503 -1.657 -6.622 0.080
H -2.560 0.209 -6.997 0.044
H -3.317 -1.099 -7.885 0.083
H -1.913 -1.409 -6.840 0.099
```

Computed properties:
Electronic energy   -78835.6156 eV
Frontier orbital gap   9.665 eV
Charge   0
Energy above the lowest of the compared OMol25 structures with the same formula, charge and spin   29.6 kJ/mol

C45H99AlB2F8N9O9 | the ωB97M-V functional and the def2-TZVPD basis

```
173
Properties=species:S:1:pos:R:3:lowdin_charge:R:1
Al -0.891 1.504 -3.210 0.707
B -1.880 -0.406 -6.583 -0.962
F -1.417 0.717 -4.853 -0.158
F -3.043 0.142 -6.735 0.295
F -0.852 0.234 -7.157 0.212
F -1.697 -1.461 -5.813 0.255
B -0.436 -1.260 -0.151 -0.750
F 0.192 -2.410 -0.528 0.176
F 0.300 -0.256 0.166 0.312
F -0.169 -0.028 -2.316 -0.215
F -1.949 -1.270 -0.234 0.052
C 4.262 1.928 3.847 -0.012
C 2.887 2.419 3.348 -0.469
C 1.667 2.101 4.302 -0.159
C 1.776 2.959 5.514 -0.186
C 1.587 4.399 5.038 -0.129
C 2.723 4.856 4.099 -0.500
N 2.774 3.873 3.013 -0.108
O 3.781 4.227 2.114 -0.047
C 2.213 6.149 3.437 -0.033
C 4.108 5.086 4.751 -0.017
C 2.541 1.607 2.084 -0.046
H 4.182 0.832 3.910 0.094
H 4.606 2.278 4.808 0.065
H 4.970 2.200 3.083 0.075
H 0.729 2.347 3.797 0.102
H 1.710 1.022 4.486 0.115
H 2.757 2.850 6.026 0.115
H 1.048 2.722 6.311 0.116
H 1.487 5.115 5.878 0.136
H 0.680 4.484 4.430 0.105
H 2.851 6.484 2.639 0.073
H 1.251 5.905 3.003 0.053
H 2.097 7.004 4.105 0.090
H 4.304 4.414 5.564 0.055
H 4.995 5.097 4.093 0.089
H 4.188 6.126 5.150 0.092
H 3.355 1.670 1.351 0.076
H 1.620 2.055 1.669 0.083
H 2.422 0.557 2.347 0.081
H 3.274 4.247 1.273 0.067
C -4.471 -2.193 2.736 -0.018
C -3.255 -2.725 3.581 -0.467
C -1.957 -3.064 2.781 -0.100
C -1.133 -1.834 2.402 -0.200
C -0.754 -1.078 3.604 -0.119
C -2.042 -0.690 4.374 -0.532
N -2.727 -1.907 4.677 -0.050
O -3.863 -1.547 5.530 -0.024
C -1.466 -0.009 5.580 -0.033
C -2.931 0.290 3.590 -0.011
C -3.719 -4.096 4.091 -0.044
H -4.221 -1.595 1.874 0.052
H -5.112 -1.549 3.354 0.080
H -5.188 -2.936 2.417 0.070
H -1.333 -3.693 3.437 0.128
H -2.265 -3.567 1.857 0.127
H -1.775 -1.239 1.755 0.073
H -0.295 -2.125 1.710 0.106
H -0.091 -0.213 3.472 0.112
H -0.228 -1.700 4.350 0.135
H -0.706 -0.658 6.053 0.103
H -0.967 0.888 5.234 0.067
H -2.203 0.273 6.313 0.084
H -2.602 1.325 3.661 0.071
H -2.949 -0.002 2.524 0.059
H -3.956 0.329 3.952 0.085
H -4.272 -4.644 3.318 0.085
H -4.378 -3.995 4.953 0.076
H -2.877 -4.744 4.471 0.103
H -3.835 -2.175 6.253 0.097
C -0.807 -5.226 -1.379 -0.012
C 0.141 -6.126 -0.513 -0.475
C 0.915 -7.224 -1.273 -0.146
C 2.130 -6.722 -1.995 -0.203
C 3.047 -6.149 -0.972 -0.183
C 2.503 -5.000 -0.169 -0.471
N 1.194 -5.501 0.377 -0.017
O 0.506 -4.461 1.157 -0.050
C 3.371 -4.717 1.047 -0.034
C 2.496 -3.700 -1.113 -0.017
C -0.835 -6.829 0.391 -0.059
H -1.118 -4.454 -0.697 0.054
H -1.692 -5.769 -1.620 0.068
H -0.432 -4.845 -2.332 0.082
H 1.263 -7.910 -0.512 0.115
H 0.258 -7.834 -1.908 0.129
H 1.824 -5.989 -2.737 0.102
H 2.642 -7.505 -2.581 0.126
H 4.022 -6.001 -1.432 0.123
H 3.268 -7.030 -0.347 0.132
H 3.260 -5.477 1.805 0.089
H 4.431 -4.585 0.801 0.092
H 3.055 -3.803 1.528 0.070
H 1.796 -3.751 -1.968 0.059
H 2.216 -2.894 -0.461 0.057
H 3.522 -3.596 -1.473 0.088
H -1.528 -7.493 -0.142 0.097
H -1.385 -6.057 0.926 0.073
H -0.371 -7.428 1.161 0.089
H 0.234 -3.759 0.549 0.026
C 3.598 -0.388 -3.561 -0.337
O 4.226 0.660 -3.586 -0.015
N 2.771 -0.867 -4.456 -0.190
C 2.882 -0.483 -5.814 -0.042
C 2.182 -2.125 -4.178 -0.046
H 3.541 -1.006 -2.635 0.151
H 1.993 -0.094 -6.309 0.096
H 3.333 -1.252 -6.437 0.106
H 3.637 0.279 -5.878 0.072
H 1.986 -2.134 -3.119 0.049
H 1.197 -2.164 -4.659 0.111
H 2.841 -2.954 -4.499 0.119
C -5.101 2.846 -1.921 -0.313
O -4.248 2.506 -2.728 0.007
N -5.466 2.219 -0.787 -0.195
C -6.418 2.743 0.134 -0.068
C -5.037 0.941 -0.438 -0.084
H -5.851 3.649 -2.096 0.141
H -7.046 1.917 0.417 0.086
H -7.080 3.552 -0.234 0.103
H -6.041 3.170 1.052 0.082
H -4.220 0.570 -1.046 0.068
H -4.694 0.874 0.618 0.091
H -5.835 0.186 -0.476 0.105
C -0.921 3.425 -0.981 -0.255
O -1.458 2.510 -1.564 0.072
N -1.307 3.832 0.186 -0.099
C -0.694 4.971 0.671 -0.058
C -2.083 3.080 1.260 0.053
H -0.096 3.919 -1.397 0.130
H 0.093 5.244 0.002 0.091
H -0.246 4.904 1.645 0.083
H -1.376 5.807 0.646 0.111
H -3.006 3.666 1.466 0.109
H -2.414 2.066 1.037 0.080
H -1.486 3.119 2.161 0.077
C 3.552 3.262 -1.068 -0.359
O 2.565 3.817 -0.620 -0.011
N 4.799 3.683 -1.102 -0.159
C 5.156 5.028 -0.726 -0.038
C 5.786 2.891 -1.781 -0.039
H 3.541 2.254 -1.480 0.127
H 5.886 5.014 0.101 0.104
H 4.328 5.552 -0.282 0.076
H 5.652 5.703 -1.427 0.096
H 5.326 2.008 -2.241 0.058
H 6.324 3.440 -2.526 0.090
H 6.471 2.438 -1.057 0.103
C -5.176 -1.114 -3.404 -0.268
O -4.183 -0.411 -3.146 -0.023
N -5.252 -2.468 -3.111 -0.174
C -6.531 -3.047 -3.388 -0.094
C -4.395 -3.082 -2.089 -0.024
H -6.047 -0.714 -3.930 0.133
H -7.090 -3.376 -2.509 0.087
H -6.513 -3.923 -3.993 0.074
H -7.246 -2.362 -3.908 0.099
H -3.515 -2.487 -1.885 0.064
H -4.974 -3.175 -1.164 0.089
H -4.075 -4.081 -2.411 0.091
C 1.533 2.796 -4.628 -0.201
O 0.361 2.938 -4.185 -0.051
N 1.773 3.613 -5.582 -0.166
C 2.924 3.421 -6.283 -0.046
C 0.563 4.214 -6.116 0.046
H 2.220 2.076 -4.200 0.149
H 3.520 2.731 -5.664 0.104
H 3.360 4.394 -6.499 0.110
H 2.769 2.999 -7.293 0.120
H 0.871 5.207 -6.284 0.095
H 0.521 3.757 -7.138 0.132
H -0.322 4.007 -5.552 0.097
```

Computed properties:
Electronic energy   -109801.5077 eV
Frontier orbital gap   7.658 eV
Charge   +1